P) Computed, not measured: a cluster of 2 separate species, C4H11NO in total, with the ωB97M-V functional and the def2-TZVPD basis.

Structure (XYZ):
```
17
Properties=species:S:1:pos:R:3:lowdin_charge:R:1
C 0.995 -0.480 -0.556 -0.255
N -0.406 -0.847 -0.192 -0.085
C -0.401 -1.620 1.098 -0.220
C 0.976 -1.317 1.634 -0.212
C 1.783 -0.407 0.726 -0.212
H 0.989 0.268 -1.328 0.105
H 1.397 -1.397 -1.027 0.106
H -0.840 0.123 0.057 0.130
H -0.623 -2.636 0.952 0.077
H -1.167 -1.324 1.884 0.123
H 0.885 -0.664 2.585 0.132
H 1.456 -2.226 1.813 0.080
H 2.815 -0.860 0.368 0.136
H 2.028 0.612 1.027 0.095
H -3.616 3.574 -3.314 0.072
H -3.373 4.928 -2.584 0.039
O -2.897 4.272 -3.142 -0.111
```

The calculation puts the gap between HOMO and LUMO at 9.79 eV. As for the SMILES: C1CCNC1.O.

=====

Q) Computed, not measured: a cluster of 2 separate species, C4H11NO in total, with the ωB97M-V functional and the def2-TZVPD basis.

Structure (XYZ):
```
17
Properties=species:S:1:pos:R:3:lowdin_charge:R:1
C -1.858 -1.562 0.149 -0.036
C -1.284 -0.377 0.338 -0.255
N -0.105 0.032 -0.265 -0.060
C 0.438 1.373 -0.459 -0.258
C 1.120 1.499 -1.817 -0.106
H -2.328 -2.069 0.957 0.031
H -1.731 -2.225 -0.700 0.044
H -1.496 0.332 1.131 0.116
H 0.229 -0.603 -0.979 0.115
H -0.387 2.105 -0.449 0.111
H 1.120 1.724 0.333 0.112
H 1.052 2.563 -2.121 0.074
H 2.204 1.510 -1.890 0.065
H 0.656 0.947 -2.627 0.072
H 1.197 -2.270 3.160 0.028
H 0.494 -1.510 2.145 0.011
O 0.679 -1.466 3.095 -0.064
```

The calculation puts the gap between HOMO and LUMO at 8.88 eV. As for the SMILES: C=CNCC.O.

=====

It turns out P) is the most stable, with the second structure 6.0 kJ/mol higher.

=====

P) Computed, not measured: a cluster of 2 separate species, C4H11NO in total, with the ωB97M-V functional and the def2-TZVPD basis.

Structure (XYZ):
```
17
Properties=species:S:1:pos:R:3:lowdin_charge:R:1
C -3.151 1.297 -1.235 -0.192
C -3.943 1.915 -0.168 -0.399
N -3.015 2.714 0.694 -0.032
H -2.884 2.069 -2.026 0.081
H -2.124 0.815 -0.718 0.120
H -3.511 0.241 -1.620 0.087
H -4.769 2.666 -0.593 0.134
H -4.485 1.153 0.556 0.124
H -3.385 3.647 0.753 0.049
H -2.728 2.242 1.493 0.029
C 5.024 -3.254 1.299 0.021
C 4.953 -2.584 0.117 -0.259
O 3.800 -2.046 -0.452 -0.068
H 6.004 -3.406 1.663 0.031
H 4.308 -3.577 1.974 0.028
H 5.756 -2.557 -0.616 0.102
H 4.150 -1.335 -1.123 0.146
```

The calculation puts the gap between HOMO and LUMO at 9.79 eV. As for the SMILES: C=CO.CCN.

=====

Q) Computed, not measured: a cluster of 2 separate species, C4H11NO in total, with the ωB97M-V functional and the def2-TZVPD basis.

Structure (XYZ):
```
17
Properties=species:S:1:pos:R:3:lowdin_charge:R:1
C 1.843 3.461 -0.451 -0.165
N 0.576 3.837 0.167 -0.179
C 0.330 5.307 0.101 -0.144
H 2.743 3.526 0.172 0.074
H 1.770 2.430 -0.763 0.061
H 2.023 4.055 -1.347 0.073
H 0.669 3.701 1.162 0.077
H -0.287 5.564 0.953 0.068
H -0.181 5.507 -0.839 0.068
H 1.249 5.897 0.090 0.067
C -0.666 -6.284 0.293 -0.009
C -1.792 -6.543 -0.357 -0.260
O -3.003 -6.030 0.057 -0.032
H 0.383 -6.208 0.042 0.047
H -0.730 -5.923 1.322 0.053
H -1.996 -6.940 -1.340 0.108
H -2.932 -5.356 0.738 0.092
```

The calculation puts the gap between HOMO and LUMO at 10.13 eV. As for the SMILES: C=CO.CNC.

=====

It turns out Q) is the most stable, with the second structure 73.8 kJ/mol higher.

=====

P) Computed, not measured: the ion C5H9N2 with charge +1, with the ωB97M-V functional and the def2-TZVPD basis.

Structure (XYZ):
```
16
Properties=species:S:1:pos:R:3:lowdin_charge:R:1
C -1.052 0.055 -1.539 -0.045
C -0.010 -0.649 0.849 -0.025
C 0.047 0.961 -0.943 -0.146
C 0.805 0.282 0.049 -0.247
C -1.420 0.912 -0.327 -0.089
N 2.081 0.412 0.309 0.247
N -1.339 0.047 0.880 0.054
H -1.286 0.441 -2.445 0.078
H -0.802 -0.975 -1.547 0.097
H -0.233 -1.424 0.137 0.135
H 0.290 -1.018 1.790 0.141
H 0.558 1.826 -1.376 0.158
H 2.482 -0.207 1.035 0.165
H 2.641 0.914 -0.345 0.141
H -2.102 -0.662 0.950 0.210
H -1.340 0.693 1.586 0.127
```

The calculation puts the gap between HOMO and LUMO at 7.80 eV. Its charge is +1.

=====

Q) Computed, not measured: the ion C5H9N2 with charge +1, with the ωB97M-V functional and the def2-TZVPD basis.

Structure (XYZ):
```
16
Properties=species:S:1:pos:R:3:lowdin_charge:R:1
C -0.900 -1.709 -0.061 0.278
C 0.101 0.452 0.029 -0.079
C 1.403 -0.293 0.055 -0.452
C 2.672 0.546 -0.005 0.059
C -2.257 0.197 -0.050 -0.039
N 1.427 -1.489 0.146 0.316
N -1.016 -0.450 -0.057 -0.221
H -1.719 -2.445 -0.025 0.129
H 0.023 0.855 1.062 0.172
H -0.051 1.360 -0.593 0.170
H 2.316 1.437 0.462 0.090
H 2.645 0.584 -1.105 0.124
H 3.346 -0.106 0.412 0.071
H -2.417 0.638 -1.102 0.156
H -3.067 -0.506 0.111 0.104
H -2.505 0.929 0.722 0.121
```

The calculation puts the gap between HOMO and LUMO (spin up / spin down) at 8.61 / 9.58 eV. Its charge is +1.

=====

R) Computed, not measured: a cluster of 2 separate species, C5H9N2 in total, with the ωB97M-V functional and the def2-TZVPD basis.

Structure (XYZ):
```
16
Properties=species:S:1:pos:R:3:lowdin_charge:R:1
C -0.878 2.232 0.205 0.018
C 0.404 -2.536 -0.290 -0.099
C 0.333 -1.871 -1.425 -0.109
C 0.608 0.584 0.648 -0.175
C -0.271 0.779 1.827 0.091
N 0.166 1.573 -0.337 0.136
N -1.195 1.705 1.400 0.075
H -1.377 2.970 -0.275 0.132
H 1.137 -2.565 0.499 0.065
H -0.513 -3.227 -0.100 0.106
H 1.359 -1.358 -1.714 0.104
H 1.683 0.425 0.693 0.151
H 0.552 -0.517 0.276 0.101
H -0.502 -1.758 -2.112 0.065
H 0.493 1.690 -1.281 0.172
H -2.001 1.876 1.987 0.166
```

The calculation puts the gap between HOMO and LUMO at 8.62 eV. Its charge is +1.

=====

S) Computed, not measured: the ion C5H9N2 with charge +1, with the ωB97M-V functional and the def2-TZVPD basis.

Structure (XYZ):
```
16
Properties=species:S:1:pos:R:3:lowdin_charge:R:1
C 0.052 1.602 -0.149 0.036
C -1.279 1.084 -0.175 -0.139
C 1.973 0.205 0.648 -0.011
C 2.933 -0.579 -0.274 0.001
C -2.826 -0.556 0.287 -0.106
N 1.047 0.902 0.175 0.158
N -1.574 -0.007 0.302 0.037
H 0.365 2.469 -0.694 0.156
H -1.851 1.683 -0.760 0.102
H 1.963 0.135 1.675 0.130
H 3.174 -1.669 0.107 0.138
H 3.799 0.077 -0.317 0.092
H 2.414 -0.835 -1.191 0.080
H -2.725 -1.641 0.256 0.109
H -3.661 -0.003 -0.230 0.125
H -3.216 -0.471 1.269 0.093
```

The calculation puts the gap between HOMO and LUMO at 8.98 eV. As for the SMILES: CC=[N+]=C/C=N/C. Its charge is +1.

=====

It turns out S) is the most stable, with the second structure 72.7 kJ/mol higher.

=====

P) Computed, not measured: the ion C5H9N2 with charge +1, with the ωB97M-V functional and the def2-TZVPD basis.

Structure (XYZ):
```
16
Properties=species:S:1:pos:R:3:lowdin_charge:R:1
C 1.054 1.174 -0.144 -0.032
C 0.402 0.339 0.857 -0.058
C 0.254 -0.622 -1.083 -0.358
C 0.189 0.770 2.527 0.070
C -0.990 -0.811 -2.017 0.014
N 0.935 0.612 -1.278 0.164
N -0.101 -0.741 0.305 0.198
H 1.498 2.173 -0.125 0.149
H 0.995 -1.436 -1.424 0.211
H -0.175 1.769 2.399 0.058
H 1.080 0.831 3.202 0.097
H -0.539 0.059 2.957 0.077
H -1.595 -1.768 -1.832 0.126
H -0.625 -0.699 -2.989 0.071
H -1.746 -0.134 -1.880 0.051
H -0.635 -1.517 0.526 0.162
```

The calculation puts the gap between HOMO and LUMO at 10.43 eV. As for the SMILES: CC1=[NH+][C@@H](C)N=C1. Its charge is +1.

=====

Q) Computed, not measured: a cluster of 2 separate species, C5H9N2 in total, with the ωB97M-V functional and the def2-TZVPD basis.

Structure (XYZ):
```
16
Properties=species:S:1:pos:R:3:lowdin_charge:R:1
C -0.837 0.901 -1.815 -0.083
C 1.700 -1.740 1.327 -0.063
C 0.661 -1.867 0.573 0.047
C -0.298 1.319 0.374 -0.085
C -1.174 0.007 0.249 -0.047
N -0.097 1.725 -1.061 0.075
N -1.422 -0.043 -1.115 0.038
H -0.687 0.717 -2.860 0.158
H 2.474 -2.506 0.980 0.099
H 2.136 -1.354 2.241 0.068
H 0.539 -2.162 -0.416 0.020
H -0.880 2.208 0.723 0.138
H 0.604 1.231 0.893 0.089
H -2.006 -0.219 0.917 0.118
H 0.667 2.458 -1.241 0.214
H -2.134 -0.725 -1.510 0.214
```

The calculation puts the gap between HOMO and LUMO (spin up / spin down) at 7.41 / 8.18 eV. Its charge is +1.

=====

It turns out P) is the most stable, with the second structure 325.7 kJ/mol higher.

=====

P) Computed, not measured: the ion C5H9N2 with charge +1, with the ωB97M-V functional and the def2-TZVPD basis.

Structure (XYZ):
```
16
Properties=species:S:1:pos:R:3:lowdin_charge:R:1
C -0.489 -0.441 1.711 -0.069
C 0.925 0.508 -0.676 -0.071
C -1.098 -0.293 0.309 -0.229
C -0.241 -0.446 -0.760 -0.225
C -0.699 1.038 1.087 -0.029
N -0.458 -1.186 -1.807 0.244
N 0.786 1.340 0.502 0.035
H -1.145 -0.571 2.677 0.158
H 0.491 -0.832 1.700 0.075
H 1.778 -0.088 -0.622 0.131
H 0.991 1.137 -1.498 0.135
H -2.142 -0.467 0.450 0.145
H 0.273 -1.306 -2.529 0.166
H -1.297 -1.773 -1.898 0.168
H 1.475 1.103 1.265 0.193
H 0.850 2.279 0.089 0.172
```

The calculation puts the gap between HOMO and LUMO at 7.80 eV. Its charge is +1.

=====

Q) Computed, not measured: the ion C5H9N2 with charge +1, with the ωB97M-V functional and the def2-TZVPD basis.

Structure (XYZ):
```
16
Properties=species:S:1:pos:R:3:lowdin_charge:R:1
C -2.629 0.233 -0.421 -0.092
C -1.618 -0.577 0.316 -0.185
C -0.158 -0.254 0.028 -0.157
C 0.598 0.092 -1.151 0.049
N 1.890 0.328 -0.674 0.105
C 1.858 0.339 0.714 -0.028
N 0.696 -0.166 1.142 0.150
H -3.503 0.197 0.128 0.056
H -2.904 -0.173 -1.419 0.104
H -2.414 1.272 -0.564 0.082
H -1.697 -0.391 1.400 0.117
H -1.870 -1.658 0.248 0.138
H 0.186 -0.028 -2.162 0.148
H 2.768 0.488 -1.145 0.173
H 2.650 0.800 1.378 0.182
H 0.367 -0.637 1.935 0.160
```

The calculation puts the gap between HOMO and LUMO at 10.05 eV. As for the SMILES: CCc1c[nH]c[nH+]1. Its charge is +1.

=====

It turns out Q) is the most stable, with the second structure 376.0 kJ/mol higher.

=====

P) Computed, not measured: the ion C5H9N2 with charge +1, with the ωB97M-V functional and the def2-TZVPD basis.

Structure (XYZ):
```
16
Properties=species:S:1:pos:R:3:lowdin_charge:R:1
C -1.424 2.176 0.039 -0.106
C -1.496 0.828 -0.514 -0.221
C -0.235 -0.021 -0.342 -0.157
C 0.820 -0.524 -1.165 0.064
N 1.691 -1.126 -0.202 0.070
C 1.089 -1.233 1.110 0.030
N -0.124 -0.633 0.929 0.124
H -1.219 2.195 1.106 0.083
H -2.411 2.665 0.087 0.100
H -0.716 2.732 -0.570 0.093
H -1.684 0.740 -1.652 0.157
H -2.278 0.245 -0.008 0.121
H 1.304 -0.228 -2.053 0.120
H 2.635 -1.423 -0.555 0.188
H 1.636 -1.323 2.095 0.175
H -0.759 -0.644 1.685 0.160
```

The calculation puts the gap between HOMO and LUMO at 9.95 eV. As for the SMILES: CCc1c[nH]c[nH+]1. Its charge is +1.

=====

Q) Computed, not measured: the ion C5H9N2 with charge +1, with the ωB97M-V functional and the def2-TZVPD basis.

Structure (XYZ):
```
16
Properties=species:S:1:pos:R:3:lowdin_charge:R:1
C -0.518 0.660 -0.630 -0.066
C 0.669 0.004 -0.810 -0.337
C -1.405 0.101 1.576 -0.029
C 1.301 0.080 -2.168 -0.007
C -1.533 -0.517 2.691 0.126
N -1.334 0.748 0.492 0.097
N 1.332 -0.702 0.113 0.177
H -0.900 1.233 -1.454 0.126
H 1.352 1.105 -2.524 0.099
H 2.302 -0.342 -2.165 0.089
H 0.703 -0.481 -2.881 0.102
H -1.008 -0.203 3.579 0.100
H -2.187 -1.370 2.809 0.103
H 1.005 -0.775 1.061 0.101
H -2.043 1.480 0.387 0.198
H 2.264 -1.020 -0.079 0.121
```

The calculation puts the gap between HOMO and LUMO at 8.47 eV. As for the SMILES: C=C=[NH+]/C=C(/C)N. Its charge is +1.

=====

R) Computed, not measured: the ion C5H9N2 with charge +1, with the ωB97M-V functional and the def2-TZVPD basis.

Structure (XYZ):
```
16
Properties=species:S:1:pos:R:3:lowdin_charge:R:1
C -1.646 -1.160 1.896 -0.070
C -1.648 -0.488 0.413 -0.158
C -0.320 -0.197 -0.120 -0.170
C 0.302 -0.321 -1.444 0.030
N 1.305 0.556 -1.483 0.039
C 1.745 1.061 -0.278 0.030
N 0.639 0.626 0.545 0.096
H -2.604 -0.898 2.326 0.062
H -1.023 -0.667 2.657 0.061
H -1.460 -2.287 1.873 0.106
H -2.004 -1.419 -0.097 0.130
H -2.218 0.486 0.243 0.153
H 0.222 -0.811 -2.327 0.106
H 1.903 0.837 -2.302 0.206
H 2.589 1.747 0.148 0.191
H 0.388 1.368 1.241 0.187
```

The calculation puts the gap between HOMO and LUMO at 9.77 eV. As for the SMILES: CCc1c[nH]c[nH+]1. Its charge is +1.

=====

It turns out P) is the most stable, with the second structure 86.0 kJ/mol higher.